# 1
C18H30AsN2NaO3S4 as an isolated structure at a distorted geometry, computed with ωB97M-V with the def2-TZVPD basis set.

```
59
C18H30AsN2NaO3S4, DFT ωB97M-V with the def2-TZVPD basis set
Na -0.580 0.185 -0.156
C 3.818 0.535 3.722
C 3.528 -0.103 2.361
C 3.363 0.984 1.292
C 2.293 -0.969 2.383
C 2.361 -2.277 1.919
C 1.243 -3.100 1.901
C 0.018 -2.625 2.337
C -1.222 -3.478 2.302
C -0.066 -1.305 2.784
C 1.050 -0.479 2.816
H 4.782 1.050 3.695
H 3.851 -0.223 4.513
H 3.054 1.278 3.965
H 4.381 -0.743 2.094
H 2.577 1.682 1.586
H 3.091 0.554 0.323
H 4.280 1.563 1.179
H 3.316 -2.663 1.572
H 1.336 -4.123 1.540
H -1.007 -4.476 1.911
H -1.963 -3.004 1.656
H -1.670 -3.587 3.292
H -1.027 -0.925 3.118
H 0.946 0.548 3.173
C -0.881 -5.181 -1.304
N -1.426 -3.842 -1.510
C -2.779 -3.703 -0.978
C -0.583 -2.772 -1.242
O -0.986 -1.804 -0.645
C 0.796 -2.847 -1.855
O 1.191 -1.682 -2.547
C 0.229 -1.025 -3.356
C 0.210 0.445 -2.925
O 0.515 0.728 -1.786
N -0.126 1.375 -3.842
C -0.431 1.056 -5.220
C -0.106 2.782 -3.447
H -0.660 -5.376 -0.250
H 0.032 -5.331 -1.877
H -1.620 -5.906 -1.644
H -2.851 -4.049 0.057
H -3.458 -4.294 -1.595
H -3.071 -2.658 -1.008
H 0.856 -3.702 -2.536
H 1.543 -2.962 -1.066
H -0.768 -1.449 -3.206
H 0.499 -1.147 -4.408
H -1.127 0.218 -5.296
H 0.467 0.819 -5.803
H -0.905 1.922 -5.676
H -0.169 2.853 -2.359
H -0.977 3.287 -3.864
H 0.809 3.271 -3.796
S 1.506 4.486 0.730
As -0.141 4.143 2.066
S -2.246 2.519 -0.529
S -1.369 2.224 1.296
S 0.594 3.245 3.893
```

Values from the calculation:
Energy above the lowest of the compared OMol25 structures with the same formula, charge and spin = 61.0 kcal/mol
Charge = -2

# 2
C18H30BBrNO4PS in the gas phase at a distorted geometry, computed with ωB97M-V with the def2-TZVPD basis set.

```
57
C18H30BBrNO4PS, DFT ωB97M-V with the def2-TZVPD basis set
C 1.361 0.715 -3.769
C 2.022 1.213 -2.353
B 1.831 0.184 -1.089
O 2.854 -0.914 -0.967
C 0.631 0.188 0.030
C -0.274 -1.177 -0.202
C 0.154 -2.314 0.948
C 1.356 -3.428 0.623
C 1.672 -4.542 1.817
C 0.763 -4.437 3.176
N -0.303 -3.430 3.503
C -0.574 -2.435 2.411
C -1.875 -0.834 -0.123
C -2.875 -2.124 -0.249
Br -4.619 -1.578 0.655
C -3.086 -2.703 -1.767
C -4.444 -2.160 -2.511
S -2.202 0.556 -1.335
O -3.632 1.161 -1.101
O -2.082 0.165 -2.830
O -1.054 1.835 -1.092
C -0.242 1.571 0.123
P 0.845 3.147 0.470
C 2.430 2.705 1.437
C 3.710 3.124 0.457
C -0.196 4.202 1.734
C -0.113 3.548 3.268
H 1.240 -0.449 -3.776
H 0.335 1.304 -3.886
H 2.055 1.125 -4.647
H 3.197 1.288 -2.547
H 1.660 2.311 -2.170
H 3.781 -0.504 -0.903
H 1.154 0.039 1.092
H 0.043 -1.608 -1.269
H 1.967 -3.437 -0.399
H 2.480 -5.390 1.693
H 0.992 -5.256 4.015
H -1.424 -1.625 2.634
H -2.060 -0.376 0.964
H -2.485 -3.043 0.406
H -3.216 -3.884 -1.657
H -2.115 -2.574 -2.448
H -5.452 -2.535 -1.997
H -4.480 -0.996 -2.631
H -4.453 -2.661 -3.592
H -1.027 1.561 1.024
H 2.533 3.389 2.392
H 2.509 1.594 1.795
H 4.064 2.247 -0.239
H 3.373 4.045 -0.220
H 4.625 3.526 1.092
H -1.328 4.123 1.390
H 0.136 5.326 1.712
H 0.838 4.021 3.794
H -1.081 3.824 3.868
H 0.081 2.377 3.246
```

Values from the calculation:
SMILES = CCB(O)[C@@H]1[C@@H](c2cccnc2)[C@H]([C@@H](Br)CC)S(=O)(=O)O[C@@H]1P(CC)CC

# 3
An isolated ion of composition C18H30BF10N2O7P2S3 and charge +1 at a distorted geometry, computed with ωB97M-V with the def2-TZVPD basis set.

```
73
C18H30BF10N2O7P2S3, DFT ωB97M-V with the def2-TZVPD basis set
C -2.195 3.000 3.233
C -0.809 2.394 2.604
C -1.319 1.322 1.466
F -2.527 1.874 0.962
C -0.179 0.777 0.486
F 0.933 1.250 1.344
C 0.128 -0.817 0.727
S 0.830 -0.829 2.515
C -0.827 -2.044 0.810
C -1.888 -2.219 2.012
C -2.689 -3.603 1.649
C -3.968 -3.181 0.737
O -4.913 -4.298 0.589
C -5.282 -4.308 -0.802
O -5.185 -5.386 -1.423
C 1.263 -1.044 -0.473
P 0.982 -2.616 -1.580
N -0.374 -2.642 -2.437
B 2.442 -1.647 0.475
O 3.653 -1.075 1.002
O 2.416 -3.056 0.878
C 3.201 -3.311 2.059
C 1.385 0.434 -1.245
C 2.882 0.971 -0.977
O 3.388 2.112 -1.676
C 4.551 2.580 -0.928
P 1.756 -0.120 -3.034
S 2.248 1.220 -4.374
N 0.158 1.346 -0.913
C 0.320 2.837 -0.995
F -0.677 3.580 -0.246
F 1.400 3.402 -0.216
C 0.399 3.645 -2.343
F 1.711 4.129 -2.698
F -0.096 3.134 -3.547
C -0.367 5.108 -2.321
F 0.159 6.003 -1.392
F 0.013 5.660 -3.593
F -1.755 5.018 -2.396
S -1.371 0.950 -1.757
O -1.264 0.501 -3.174
O -2.316 2.135 -1.905
F -2.355 -0.170 -1.019
H -2.982 2.201 3.423
H -2.530 3.842 2.540
H -1.901 3.517 4.224
H -0.297 1.881 3.481
H -0.269 3.290 2.176
H -1.701 0.479 2.159
H -0.198 -0.572 3.403
H -0.174 -2.993 0.954
H -1.459 -2.309 -0.122
H -2.723 -1.426 2.016
H -1.435 -2.420 3.034
H -3.132 -4.044 2.605
H -2.031 -4.349 1.090
H -4.552 -2.299 1.192
H -3.588 -2.841 -0.297
H -5.609 -3.332 -1.320
H 0.809 -3.817 -0.779
H 2.162 -2.927 -2.368
H -0.864 -1.766 -2.225
H 3.487 -0.323 1.609
H 4.335 -3.416 1.869
H 2.889 -4.365 2.427
H 2.981 -2.627 2.955
H 3.641 0.163 -1.324
H 3.092 1.232 0.132
H 5.176 3.274 -1.581
H 5.158 1.640 -0.643
H 4.201 3.133 0.014
H 2.909 -1.005 -3.004
H 0.754 -0.819 -3.750
```

Values from the calculation:
Energy above the lowest of the compared OMol25 structures with the same formula, charge and spin = 210.7 kcal/mol
SMILES = CC[C@@H](F)[C@@]1(F)[C@@](S)(CCCCOC=O)[C@]([PH2]=N)(B(O)OC)[C@@](COC)([PH2]=S)[N@@+]1(C(F)(F)C(F)(F)C(F)(F)F)S(=O)(=O)F
Charge = +1

# 4
C18H30BN3O10Zr as an isolated structure, computed with ωB97M-V with the def2-TZVPD basis set.

```
63
C18H30BN3O10Zr, DFT ωB97M-V with the def2-TZVPD basis set
Zr -0.514 0.504 -0.273
C 2.439 -0.858 -0.881
C 2.870 0.260 0.020
O 1.816 1.225 0.016
C 2.183 2.606 -0.020
C 0.884 3.361 -0.210
O -0.179 2.653 0.477
C -0.211 2.808 1.923
C 0.507 1.664 2.607
O 0.153 0.446 1.914
C 0.156 -0.795 2.662
C -1.122 -1.496 2.329
O -1.208 -1.514 0.885
C -2.469 -2.062 0.454
C -2.511 -1.997 -1.074
O -1.417 -1.193 -1.592
C -0.362 -1.969 -2.233
C 0.619 -2.414 -1.185
O 1.099 -1.243 -0.468
H 3.098 -1.719 -0.760
H 2.409 -0.546 -1.925
H 3.792 0.703 -0.359
H 3.038 -0.078 1.045
H 2.857 2.800 -0.856
H 2.690 2.867 0.912
H 0.580 3.390 -1.253
H 0.932 4.381 0.167
H -1.261 2.839 2.203
H 0.247 3.762 2.182
H 0.160 1.597 3.639
H 1.592 1.761 2.596
H 0.219 -0.579 3.728
H 1.032 -1.365 2.351
H -1.994 -0.975 2.731
H -1.113 -2.523 2.700
H -3.273 -1.483 0.906
H -2.537 -3.092 0.807
H -3.432 -1.537 -1.424
H -2.431 -2.986 -1.518
H 0.101 -1.316 -2.967
H -0.804 -2.819 -2.750
H 1.463 -2.929 -1.643
H 0.171 -3.073 -0.445
O -1.645 2.380 -6.030
C -2.695 2.643 -5.254
O -3.713 3.110 -5.671
C -2.589 2.319 -3.794
C -3.643 2.517 -2.914
N -3.241 2.105 -1.703
N -1.979 1.665 -1.728
C -1.579 1.797 -2.989
C -0.203 1.324 -3.213
O 0.368 1.301 -4.268
O 0.338 0.901 -2.060
H -0.906 1.977 -5.538
H -4.627 2.918 -3.097
H -3.747 2.131 -0.829
B -3.869 1.422 2.925
C -3.059 1.146 1.634
N -2.355 0.891 0.741
H -3.044 1.964 3.642
H -4.804 2.132 2.660
H -4.174 0.322 3.335
```

Values from the calculation:
Energy above the lowest of the compared OMol25 structures with the same formula, charge and spin = 0.0 kcal/mol
Charge = +2

# 5
C18H30Br3CaCl4F4N4NaO5 as an isolated structure at a distorted geometry, computed with ωB97M-V with the def2-TZVPD basis set.

```
70
C18H30Br3CaCl4F4N4NaO5, DFT ωB97M-V with the def2-TZVPD basis set
C 4.523 0.432 0.017
C 3.167 1.091 0.183
Br 3.420 3.015 0.453
C 2.313 0.830 -1.085
Br 2.565 2.177 -2.434
C 0.804 0.835 -0.821
C 0.279 -0.487 -0.180
C -0.880 -0.304 0.873
N -1.330 1.045 1.162
C -0.861 1.980 0.319
N -1.603 2.960 -0.175
N 0.479 1.979 -0.003
H 4.406 -0.657 -0.039
H 5.175 0.660 0.857
H 5.001 0.792 -0.893
H 2.669 0.795 1.108
H 2.648 -0.106 -1.531
H 0.352 0.907 -1.811
H 1.082 -1.076 0.275
H -0.117 -1.102 -1.004
H -0.521 -0.655 1.845
H -1.754 -0.920 0.641
H -0.760 1.128 2.145
H -2.504 2.811 -0.603
H -1.240 3.912 -0.093
H 0.960 1.836 0.927
Cl 0.615 1.737 3.026
Na -0.139 -2.613 0.900
Br 1.141 5.057 -0.385
O -1.485 -0.490 3.943
H -2.150 -0.032 4.467
N 0.621 -5.340 -2.402
H 0.684 -5.910 -3.255
H -0.178 -5.645 -1.835
H 1.483 -5.439 -1.853
H 0.496 -4.352 -2.657
C 0.992 4.930 -3.964
Cl 0.680 3.469 -4.912
Cl 2.308 5.886 -4.650
Cl -0.432 5.932 -3.760
H 1.297 4.597 -2.975
C 2.318 -1.967 6.536
C 1.041 -2.362 7.256
O -0.151 -2.234 6.491
C -0.556 -3.226 5.608
O -0.625 -4.473 6.186
C 0.277 -3.268 4.319
F 0.567 -2.053 3.904
F -0.458 -3.849 3.294
F 1.419 -3.979 4.379
H 2.144 -1.074 5.936
H 3.096 -1.756 7.270
H 2.694 -2.753 5.885
H 0.886 -1.673 8.085
H 1.126 -3.369 7.696
H -1.522 -2.831 5.271
C -2.814 2.257 -4.609
C -2.178 1.777 -5.678
C -2.886 0.996 -6.716
O -2.307 0.540 -7.673
C -4.343 0.802 -6.525
C -4.979 1.282 -5.456
C -4.259 2.044 -4.412
O -4.837 2.471 -3.423
H -2.301 2.823 -3.839
H -1.118 1.926 -5.819
H -4.850 0.242 -7.300
H -6.041 1.140 -5.296
Ca -1.259 -5.547 7.733
F -2.287 2.451 -8.925
```

# 6
A 10-piece molecular cluster, C18H30F4N6O24 overall at a distorted geometry, computed with ωB97M-V with the def2-TZVPD basis set.

```
82
C18H30F4N6O24, DFT ωB97M-V with the def2-TZVPD basis set
O 1.424 3.208 -1.375
C 1.342 3.907 -2.318
O 0.346 4.806 -2.534
C 0.368 5.161 -3.914
C 1.849 4.933 -4.247
F 2.582 6.037 -3.898
O 2.177 3.872 -3.397
H -0.249 4.451 -4.465
H 0.111 6.207 -4.034
H 2.064 4.657 -5.275
O -0.527 -3.464 3.574
C -0.663 -3.856 2.469
O 0.356 -4.151 1.624
C -0.178 -4.799 0.468
C -1.624 -4.340 0.461
F -2.473 -5.342 0.113
O -1.848 -4.027 1.832
H 0.416 -4.466 -0.383
H -0.114 -5.888 0.510
H -1.838 -3.463 -0.142
O -0.596 1.302 -3.214
C -1.113 1.331 -4.278
O -0.755 0.538 -5.312
C -1.494 0.898 -6.476
C -2.419 2.026 -5.998
F -3.725 1.648 -6.137
O -2.172 2.106 -4.618
H -0.803 1.222 -7.252
H -2.073 0.048 -6.826
H -2.298 2.986 -6.491
O 0.180 -0.668 2.847
C -0.103 -0.377 1.731
O 0.732 0.202 0.850
C -0.009 0.570 -0.305
C -1.123 -0.440 -0.260
F -0.672 -1.627 -0.794
O -1.305 -0.614 1.127
H -0.379 1.597 -0.262
H 0.511 0.568 -1.263
H -2.078 -0.175 -0.701
C -3.981 -1.046 2.956
N -5.001 -0.292 3.719
O -5.193 -0.666 4.856
O -5.554 0.641 3.179
H -4.009 -2.061 3.343
H -3.012 -0.632 3.220
H -4.107 -1.037 1.882
C 1.014 3.215 3.109
N 0.031 3.640 2.075
O -0.924 2.899 1.906
O 0.217 4.680 1.495
H 1.491 2.302 2.775
H 0.441 3.097 4.023
H 1.722 4.027 3.243
C 3.890 -1.092 0.432
N 3.355 -1.058 -0.942
O 2.339 -1.687 -1.181
O 3.938 -0.358 -1.742
H 4.972 -1.088 0.409
H 3.500 -1.945 0.975
H 3.528 -0.197 0.936
C 3.047 -1.168 4.590
N 4.485 -0.915 4.261
O 5.145 -0.305 5.075
O 4.931 -1.428 3.252
H 2.451 -0.733 3.790
H 2.861 -0.709 5.549
H 2.930 -2.246 4.557
C -1.415 -0.803 5.640
N -1.285 0.623 5.215
O -0.211 1.185 5.286
O -2.320 1.177 4.904
H -0.464 -1.164 6.012
H -1.726 -1.347 4.757
H -2.141 -0.780 6.445
C 0.626 -2.470 -3.929
N 0.262 -3.118 -5.214
O 0.865 -2.802 -6.217
O -0.638 -3.933 -5.165
H -0.242 -1.883 -3.646
H 1.502 -1.843 -4.040
H 0.852 -3.264 -3.225
```

Values from the calculation:
Energy above the lowest of the compared OMol25 structures with the same formula, charge and spin = 0.0 kcal/mol
SMILES = O=C1OC[C@@H](F)O1.O=C1OC[C@@H](F)O1.O=C1OC[C@@H](F)O1.O=C1OC[C@@H](F)O1.C[N+](=O)[O-].C[N+](=O)[O-].C[N+](=O)[O-].C[N+](=O)[O-].C[N+](=O)[O-].C[N+](=O)[O-]

no.,electronic energy (eV),Kohn-Sham gap (eV)
1,-136873.437,1.88
2,-119662.147,8.17
3,-115376.137,4.26
4,-46042.911,9.04
5,-329278.679,1.02
6,-88087.612,10.67